C39H51IrN4O9S3Si | ωB97M-V/def2-TZVPD

Last column: Mulliken charge in e.
Cartesian coordinates (Å):
Ir 1.130 -0.112 -0.761  4.16
S 1.837 2.288 1.022  0.90
S 4.646 -1.781 -3.458  -0.31
S 2.739 1.231 -5.411  -0.23
Si -1.925 -0.044 0.931  -3.43
O 1.151 -3.124 6.172  -0.62
O -2.396 -1.379 0.099  0.21
O 0.626 -2.063 0.104  -0.85
O 2.601 -0.229 0.842  -1.13
O -0.491 0.421 0.381  3.63
O 2.314 1.402 -1.582  -0.51
O 2.783 -1.874 6.819  -0.64
O -3.089 1.090 0.763  -0.73
O -1.838 -0.482 2.499  1.34
N 2.507 -1.449 -2.025  -0.26
N 2.015 -2.293 5.978  1.08
N 0.031 0.144 -2.648  0.98
N 4.495 -0.660 -1.041  -0.04
C -2.034 3.235 0.373  -1.05
C -4.500 -2.170 0.984  -1.40
C -3.132 -2.560 0.433  1.97
C -0.847 0.786 4.272  -1.05
C 1.899 1.021 -3.912  0.53
C -0.222 0.408 -5.002  -0.98
C 3.579 2.763 0.898  -0.90
C 1.487 -1.761 2.319  1.16
C 2.137 -1.754 4.625  -1.00
C -3.279 1.060 3.761  -1.52
C 3.133 -2.372 -4.094  0.75
C 0.557 0.509 -3.841  1.28
C 2.919 -3.033 -5.291  -0.54
C 2.679 1.401 -2.839  -0.94
C 3.969 1.865 -3.260  -1.15
C 2.402 -0.716 2.038  -0.28
C -3.288 -3.345 -0.866  -1.66
C 0.632 -3.354 -4.611  -0.69
C 3.170 -0.210 3.113  -0.52
C -2.023 -0.461 -3.712  -1.17
C 3.049 -0.723 4.378  -0.77
C 1.647 -3.514 -5.552  -0.74
C 2.110 -2.147 -3.170  -0.99
C -1.508 -0.074 -4.942  -1.23
C 0.686 -2.363 1.295  -1.03
C 3.806 -1.248 -2.018  0.07
C 4.125 1.830 -4.604  -0.71
C -1.225 -0.337 -2.600  -0.85
C 2.446 4.828 0.344  -0.95
C 3.641 3.960 -0.037  -0.15
C -3.362 2.102 -1.403  -1.38
C 1.364 -2.263 3.617  -0.21
C -3.235 2.338 0.100  1.89
C 1.246 3.885 0.404  -0.49
C -2.368 -3.416 1.444  -1.54
C -2.444 -1.087 4.709  -1.70
C -2.111 0.080 3.784  1.54
C 0.855 -2.688 -3.420  0.31
C -4.504 2.983 0.646  -1.97
H -2.456 1.612 -1.765  -0.03
H 0.203 0.730 -5.942  0.48
H 4.147 1.894 0.573  0.18
H -3.024 -0.853 -3.609  0.64
H 0.669 -3.065 3.833  0.55
H 0.076 -2.602 -2.677  0.22
H 4.721 2.197 -2.558  0.47
H 1.453 -4.041 -6.476  0.41
H -1.582 -0.649 -1.633  0.42
H -2.108 -0.141 -5.840  0.46
H 4.583 4.498 0.068  0.48
H -4.695 3.925 0.130  0.42
H 3.873 0.586 2.902  0.48
H 3.878 3.040 1.914  0.57
H -1.138 2.710 0.050  -0.37
H -4.213 1.453 -1.612  0.34
H -2.011 -2.791 2.261  0.07
H -4.999 -1.490 0.292  0.27
H 5.496 -0.623 -1.093  0.23
H -4.389 -1.663 1.944  0.05
H -3.940 -2.812 -1.560  0.36
H -1.627 -1.811 4.724  0.20
H -5.357 2.320 0.496  0.38
H 4.994 2.114 -5.175  0.51
H -3.714 -4.327 -0.660  0.39
H 3.641 -0.348 5.201  0.57
H -3.548 1.332 4.781  0.60
H -3.015 1.964 3.213  0.14
H -1.953 3.444 1.443  0.51
H 0.449 4.220 1.066  0.49
H -3.493 3.046 -1.933  0.58
H -4.406 3.180 1.714  0.35
H -0.579 1.586 3.577  0.11
H -2.132 4.176 -0.171  0.56
H -3.021 -4.190 1.849  0.53
H 3.538 3.625 -1.069  -0.18
H -0.348 -3.771 -4.803  0.48
H 0.821 3.698 -0.585  0.24
H 3.731 -3.184 -5.989  0.45
H -4.142 0.610 3.271  0.24
H -5.120 -3.057 1.119  0.49
H -1.009 1.210 5.263  0.50
H 4.003 -0.384 -0.195  0.04
H -2.309 -3.477 -1.332  0.23
H -1.517 -3.897 0.956  0.33
H -2.608 -0.724 5.723  0.52
H -3.350 -1.593 4.370  0.33
H -0.020 0.076 4.318  0.02
H 0.072 -3.207 1.637  0.42
H 2.610 5.287 1.321  0.38
H 2.273 5.623 -0.380  0.43

Force components x, y, z for each atom (eV/Å):
Ir 2.11 -1.65 -1.72
S -0.25 0.33 0.24
S -0.12 0.03 0.15
S 0.16 0.02 0.08
Si -0.24 -0.01 0.13
O -0.01 -0.01 -0.03
O 0.31 -0.09 -0.04
O -0.81 0.75 -0.78
O -0.99 0.11 -0.58
O 0.93 0.74 -0.50
O -0.76 -0.27 1.43
O 0.01 0.03 -0.02
O 0.21 -0.13 0.14
O -0.09 -0.07 -0.03
N -0.27 1.21 1.00
N -0.08 -0.07 0.15
N 0.00 -0.70 1.37
N 0.01 0.05 -0.08
C -0.01 -0.20 0.08
C 0.15 0.11 0.00
C -0.27 -0.16 -0.05
C -0.12 -0.07 -0.17
C 0.21 -0.11 0.11
C 0.03 0.05 0.12
C -0.05 -0.03 -0.16
C 0.03 0.46 -0.09
C 0.15 0.19 -0.20
C 0.06 -0.09 -0.21
C 0.03 0.06 0.13
C -0.16 0.14 0.08
C 0.01 -0.05 0.00
C -0.08 -0.01 -0.75
C -0.02 0.10 0.35
C 0.01 -0.10 0.32
C 0.02 0.18 0.08
C -0.08 -0.03 0.01
C 0.00 -0.04 -0.25
C 0.00 -0.03 0.02
C -0.08 -0.10 0.13
C 0.06 0.03 -0.01
C -0.10 -0.24 -0.16
C -0.04 -0.01 -0.02
C 0.12 -0.21 0.41
C 0.29 -0.14 -0.39
C -0.19 -0.05 -0.16
C -0.03 0.03 -0.26
C 0.10 -0.07 -0.07
C -0.11 0.14 -0.02
C 0.10 -0.16 0.17
C -0.08 -0.16 0.03
C -0.18 0.30 -0.18
C 0.08 -0.01 -0.04
C -0.02 0.16 -0.13
C 0.01 0.04 -0.14
C 0.15 0.11 0.36
C -0.01 0.10 0.12
C 0.02 -0.08 -0.04
H -0.08 0.15 -0.04
H -0.01 0.00 -0.01
H -0.04 -0.02 0.02
H -0.01 0.00 0.02
H -0.01 0.01 -0.01
H -0.06 0.00 0.04
H 0.03 0.00 -0.06
H -0.01 0.01 0.00
H -0.04 -0.09 0.08
H 0.02 -0.02 -0.01
H 0.03 -0.05 0.01
H -0.03 0.01 0.02
H 0.04 -0.01 0.04
H 0.03 -0.07 0.02
H 0.04 0.05 -0.04
H -0.01 0.00 -0.02
H -0.08 -0.05 0.09
H -0.01 -0.02 0.00
H 0.01 0.02 0.00
H -0.04 -0.02 0.02
H 0.00 -0.02 -0.02
H 0.01 0.00 0.02
H -0.01 0.01 -0.01
H 0.00 0.01 0.00
H -0.04 -0.01 -0.06
H 0.01 0.02 -0.02
H 0.01 0.00 0.01
H -0.03 0.02 0.02
H 0.00 0.03 -0.01
H -0.07 -0.05 -0.04
H -0.01 0.00 -0.03
H 0.00 0.01 0.00
H 0.01 0.03 0.03
H 0.02 0.03 0.03
H 0.03 -0.04 -0.02
H 0.05 0.00 0.03
H 0.01 0.00 -0.01
H 0.02 -0.04 0.00
H -0.02 -0.02 -0.02
H -0.04 0.03 0.04
H -0.03 0.01 0.04
H 0.05 0.04 0.01
H 0.02 -0.08 0.03
H -0.01 -0.04 0.00
H -0.18 -0.09 -0.02
H 0.01 -0.05 0.03
H 0.00 -0.01 0.01
H 0.05 0.01 0.02
H 0.32 0.00 -0.20
H -0.02 0.01 -0.01
H -0.04 0.02 0.02

Summary:
Gap between HOMO and LUMO (alpha / beta) in eV: 7.091 / 4.481
Total charge: +1
ΔE to the lowest compared entry with this formula, charge and spin in kJ/mol: 16.5
Spin multiplicity: 2
E_HOMO (alpha / beta) in eV: -10.37 / -10.30
Total energy in eV: -108878.820
LUMO (alpha / beta) in eV: -3.3 / -5.8